{"formula": "C26H42Br6O10", "method": "wB97M-V/def2-TZVPD", "orbital_gap_ev": 10.0, "charge": 0, "e_above_lowest_ev": 0.360, "smiles": "O=C1CCCO1.O=C1CCCO1.O=C1CCCO1.O=C1CCCO1.O=C1CCCO1.BrCCBr.BrCCBr.BrCCBr", "lumo_ev": 0.26, "total_energy_ha": -17212.3991, "e_homo_ev": -9.753, "symbols": ["Br", "Br", "Br", "Br", "Br", "Br", "O", "O", "O", "O", "O", "O", "O", "O", "O", "O", "C", "C", "C", "C", "C", "C", "C", "C", "C", "C", "C", "C", "C", "C", "C", "C", "C", "C", "C", "C", "C", "C", "C", "C", "C", "C", "H", "H", "H", "H", "H", "H", "H", "H", "H", "H", "H", "H", "H", "H", "H", "H", "H", "H", "H", "H", "H", "H", "H", "H", "H", "H", "H", "H", "H", "H", "H", "H", "H", "H", "H", "H", "H", "H", "H", "H", "H", "H"], "coordinates": [[0.77033, -1.40888, 4.79247], [-0.78915, -1.12880, 1.11540], [4.56770, -1.08698, 4.83388], [-1.77079, 2.76742, 3.04361], [0.71180, 1.86444, -2.02200], [-6.09246, 1.32235, 2.95930], [1.93190, -4.39273, -3.69365], [-1.64489, 4.75670, -1.65077], [3.14369, 1.61952, -6.70552], [-5.44100, -2.11979, 1.94628], [3.24225, 2.13138, 2.68501], [1.85083, -0.23137, -6.55518], [2.64410, 4.15316, 3.24388], [2.73116, -3.26874, -1.99440], [-4.13261, -3.65266, 0.89866], [-2.35324, 3.18678, -0.23458], [-3.28959, 3.31596, -2.48901], [-4.89249, -3.18818, 1.94432], [-4.98800, -4.29239, 3.02765], [2.90890, -1.37733, -4.82876], [-4.61697, -5.55377, 2.28701], [2.15714, 3.60868, 0.99368], [1.84034, 0.03908, 5.42528], [-0.12066, 0.35060, -1.06631], [0.25723, 0.28446, 0.41914], [2.55461, -4.44216, -2.70747], [3.15931, -0.51571, 6.03303], [1.56408, -1.06973, -5.44538], [2.86484, 0.60968, -6.18795], [-1.81227, 4.97898, -3.08189], [-2.63551, 3.84136, -3.74848], [-2.40990, 3.67426, -1.34729], [1.96223, 5.29112, 2.75789], [-3.66146, 2.62434, 2.69909], [3.45326, 0.01063, -4.92900], [2.72137, 3.17570, 2.32768], [-3.66106, -5.02272, 1.16714], [3.28095, -5.11648, -0.50734], [3.28992, -5.56455, -1.98934], [1.94378, 5.12040, 1.21938], [3.22924, -3.52750, -0.63997], [-4.19171, 1.33393, 3.22801], [4.13940, -5.44886, 0.08962], [-3.47483, 2.18942, -2.46017], [3.41348, -2.13818, -5.42862], [2.95323, -1.33169, 6.75485], [-3.70741, -5.48140, 0.17273], [0.98544, 5.30489, 3.27395], [-2.61379, -4.80893, 1.51080], [1.05085, 5.56998, 0.72427], [1.29425, 0.09268, 0.68012], [3.19400, 0.55835, -4.03702], [2.54390, -3.06391, 0.03450], [-3.31738, 4.20935, -4.49639], [-4.31700, -4.00583, 3.86944], [-6.04395, -4.31304, 3.37906], [2.59693, 6.17898, 3.08281], [2.73605, -6.48716, -2.04338], [1.17810, 0.44647, 6.24026], [-3.93337, 0.43722, 2.66549], [4.57141, 0.03664, -5.10085], [2.34769, -5.43636, -0.04351], [-1.19439, 0.41579, -1.27963], [-4.19558, -6.36864, 2.86464], [-0.14702, 1.17626, 0.90595], [4.18972, -2.99048, -0.60995], [1.13174, -1.94430, -5.85307], [-3.77200, 2.76850, 1.60252], [-0.79697, 5.12500, -3.51080], [-4.12662, 3.58116, 3.07409], [3.58070, 0.35865, 6.52503], [-5.51608, -6.07491, 1.85080], [2.05051, 0.70358, 4.59959], [0.91688, -0.47875, -4.75959], [2.85154, -1.72687, -3.80795], [-3.97120, 1.12530, 4.27880], [-2.32112, 5.92147, -3.21840], [2.89546, 3.43141, 0.21406], [2.83391, 5.64487, 0.85900], [1.32957, 2.95300, 0.78762], [4.31557, -5.61917, -2.47821], [0.30337, -0.49642, -1.60652], [-1.98351, 3.09019, -4.20507], [-4.24869, 3.79528, -2.32434]]}